Formula: C30H71N
Source: the OMol25 dataset
Level of theory: wB97M-V/def2-TZVPD

```
! RIJCOSX wB97M-V def2-TZVPD def2/J DEFGRID3
* xyz 0 1
C -3.20 5.14 3.13
C -3.12 3.60 2.75
N -4.54 3.06 2.65
C -4.53 2.01 1.53
C -3.53 0.84 1.81
C -5.14 2.52 3.85
C -6.49 1.88 3.64
H -3.89 5.67 2.51
H -2.24 5.64 3.09
H -3.79 5.26 3.98
H -2.40 2.94 3.53
H -2.59 3.75 1.80
H -4.16 2.49 0.56
H -5.56 1.84 1.16
H -3.54 0.13 1.02
H -3.68 0.21 2.71
H -2.46 0.97 2.08
H -4.82 3.30 4.65
H -4.45 1.80 4.35
H -7.05 2.65 3.13
H -7.02 1.95 4.57
H -6.30 0.91 3.18
C -6.90 1.78 -5.68
C -5.42 1.28 -5.79
C -5.09 0.36 -4.58
C -3.60 -0.01 -4.46
C -3.39 -0.91 -3.34
C -2.94 -0.19 -2.06
H -6.90 2.55 -4.77
H -7.54 1.08 -5.29
H -6.83 2.48 -6.58
H -4.75 2.08 -5.82
H -5.41 0.78 -6.70
H -5.85 -0.50 -4.64
H -5.33 1.17 -3.66
H -2.93 0.95 -4.52
H -3.46 -0.58 -5.55
H -2.64 -1.51 -3.54
H -4.28 -1.60 -3.20
H -2.12 0.59 -2.11
H -2.89 -0.80 -1.32
H -3.98 0.23 -1.90
C 2.84 0.75 5.38
C 3.42 -0.41 4.51
C 2.26 -1.18 3.77
C 1.77 -0.32 2.63
C 0.54 -0.81 1.87
C -0.03 0.19 0.82
H 3.76 0.90 6.03
H 2.18 0.53 6.04
H 2.54 1.48 4.70
H 3.86 -1.10 5.33
H 4.34 -0.27 3.96
H 1.33 -1.23 4.49
H 2.82 -2.17 3.59
H 2.69 -0.53 1.90
H 1.84 0.69 2.82
H -0.41 -0.92 2.53
H 0.72 -1.77 1.63
H 0.78 0.20 0.03
H -0.18 1.22 1.31
H -1.04 -0.02 0.46
C 5.45 -3.89 2.72
C 5.51 -3.44 1.25
C 5.71 -1.93 1.14
C 5.49 -1.29 -0.24
C 5.74 0.25 -0.39
C 4.91 1.16 0.54
H 4.90 -3.39 3.53
H 6.46 -3.55 2.89
H 5.51 -4.96 3.01
H 4.70 -3.86 0.61
H 6.31 -3.83 0.77
H 6.60 -1.75 1.29
H 4.92 -1.50 1.69
H 4.50 -1.65 -0.42
H 6.11 -1.67 -0.96
H 5.32 0.33 -1.39
H 6.80 0.48 -0.38
H 5.27 0.83 1.56
H 3.85 0.99 0.59
H 4.83 2.14 0.22
C 3.17 -4.47 -2.23
C 2.49 -3.07 -2.09
C 2.91 -2.05 -3.12
C 2.47 -0.65 -2.98
C 1.01 -0.37 -3.38
C 0.65 1.04 -3.51
H 4.10 -4.46 -1.73
H 3.38 -4.73 -3.33
H 2.66 -5.19 -1.88
H 2.57 -2.92 -1.08
H 1.47 -3.21 -2.28
H 2.68 -2.33 -4.14
H 3.88 -2.15 -3.15
H 2.99 0.15 -3.51
H 2.46 -0.26 -2.03
H 0.48 -0.85 -2.61
H 0.69 -0.93 -4.38
H 0.85 1.55 -2.49
H -0.29 0.90 -3.95
H 1.23 1.51 -4.15
*
```

DFT total energy (eV): -33738.8994
Frontier orbital gap (eV): 9.1
SMILES: CCN(CC)CC.CCCCCC.CCCCCC.CCCCCC.CCCCCC
Molecular weight (g/mol): 445.9
Energy above the lowest of the compared OMol25 structures with the same formula, charge and spin (kcal/mol): 31.9
Max |F| (eV Å⁻¹): 9.65

---

Formula: C30H71N5O3
Source: the OMol25 dataset
Level of theory: wB97M-V/def2-TZVPD

```
! RIJCOSX wB97M-V def2-TZVPD def2/J DEFGRID3
* xyz 0 1
O -5.29 2.23 -20.35
C -4.57 1.30 -20.48
N -3.40 1.24 -19.90
C -5.12 0.04 -21.23
H -3.02 0.31 -19.81
H -3.32 2.00 -19.24
H -6.06 -0.43 -20.93
H -4.40 -0.76 -21.09
H -5.08 0.23 -22.31
C -3.42 2.68 -17.79
C -2.58 4.03 -17.76
N -1.08 3.91 -17.88
C -0.55 3.03 -16.81
C -0.45 3.67 -15.38
C -0.67 3.51 -19.22
C -1.08 4.53 -20.28
H -4.48 2.91 -17.69
H -3.35 2.10 -16.87
H -3.23 1.98 -18.61
H -2.98 4.63 -18.59
H -2.85 4.73 -16.97
H -1.05 2.06 -16.87
H 0.47 2.80 -17.12
H -1.44 3.91 -15.02
H 0.03 2.95 -14.71
H -0.04 4.68 -15.40
H -1.00 2.50 -19.48
H 0.40 3.54 -19.43
H -0.67 4.29 -21.26
H -0.79 5.56 -20.06
H -2.14 4.54 -20.55
C -6.72 -2.36 -22.70
C -8.03 -1.52 -22.67
N -8.29 -0.87 -21.33
C -8.48 -2.07 -20.42
C -8.46 -1.68 -18.95
C -9.44 -0.01 -21.43
C -9.16 1.26 -22.17
H -6.96 -3.42 -22.78
H -5.97 -2.18 -21.93
H -6.29 -2.17 -23.68
H -8.13 -0.70 -23.37
H -8.97 -1.87 -23.09
H -9.28 -2.77 -20.66
H -7.52 -2.58 -20.45
H -9.48 -1.35 -18.75
H -8.15 -2.56 -18.39
H -7.79 -0.83 -18.82
H -9.73 0.27 -20.41
H -10.31 -0.58 -21.75
H -8.73 1.14 -23.17
H -8.23 1.56 -21.68
H -9.92 2.04 -22.26
C -6.43 0.50 -25.07
C -5.27 -0.27 -24.29
N -4.11 -0.60 -25.11
C -3.58 0.62 -25.76
C -2.90 1.63 -24.86
C -3.08 -1.36 -24.31
C -1.88 -1.87 -25.10
H -7.35 0.77 -24.55
H -6.85 -0.13 -25.85
H -6.09 1.42 -25.53
H -4.87 0.42 -23.55
H -5.64 -1.11 -23.69
H -2.87 0.23 -26.50
H -4.33 1.21 -26.29
H -2.32 2.43 -25.32
H -3.69 2.08 -24.25
H -2.31 1.09 -24.13
H -3.44 -2.18 -23.69
H -2.80 -0.78 -23.43
H -1.46 -1.22 -25.86
H -2.08 -2.78 -25.67
H -1.10 -1.96 -24.35
C -5.30 6.29 -15.29
C -5.06 5.44 -16.49
N -5.86 5.71 -17.70
C -5.58 7.00 -18.22
C -6.48 7.49 -19.40
C -5.71 4.56 -18.67
C -5.97 3.07 -18.17
H -6.35 6.56 -15.21
H -4.75 7.22 -15.45
H -4.93 5.81 -14.38
H -4.03 5.27 -16.78
H -5.35 4.49 -16.04
H -4.55 6.89 -18.55
H -5.66 7.69 -17.38
H -6.40 6.89 -20.31
H -6.21 8.53 -19.54
H -7.53 7.50 -19.09
H -6.39 4.61 -19.52
H -4.74 4.59 -19.17
H -5.69 2.64 -17.21
H -6.89 2.60 -18.53
H -5.26 2.48 -18.75
O -2.90 -1.12 -21.12
C -1.82 -1.71 -21.28
O -1.76 -2.83 -22.09
C -0.44 -3.29 -22.08
C 0.45 -2.27 -21.36
C -0.52 -1.49 -20.57
H -0.12 -3.50 -23.10
H -0.32 -4.23 -21.55
H 1.08 -1.71 -22.05
H 1.14 -2.74 -20.65
H -0.35 -0.41 -20.68
H -0.56 -1.67 -19.50
*
```

DFT total energy (eV): -45839.9568
Frontier orbital gap (eV): 7.9
Molecular weight (g/mol): 549.9
Max |F| (eV Å⁻¹): 15.23

---

Formula: C30H72BClNO22PS6
Source: the OMol25 dataset
Level of theory: wB97M-V/def2-TZVPD

```
! RIJCOSX wB97M-V def2-TZVPD def2/J DEFGRID3
* xyz 0 1
C 1.47 0.61 0.43
C 2.03 -0.33 -0.69
C 2.69 0.44 -1.88
C 1.80 0.47 -3.19
C 1.02 1.83 -3.18
C 0.12 2.06 -4.44
C -0.96 0.92 -4.64
C -2.02 1.06 -3.51
C -2.97 -0.21 -3.36
C -2.18 -1.57 -3.46
N -2.19 -2.05 -4.85
C -2.73 -2.74 -2.58
B -4.18 -3.30 -2.99
O -4.66 -3.55 -4.28
O -5.07 -3.62 -1.92
P -1.50 -4.20 -2.90
O -2.48 -5.53 -3.24
Cl -0.55 -4.49 -1.03
O -2.72 -2.51 -1.15
S -2.56 -0.93 -0.73
O -1.17 -0.42 -0.75
O -3.11 -0.79 0.64
C -3.67 -0.02 -1.94
O -3.83 1.30 -1.59
C -4.88 1.48 -0.63
C -6.23 1.93 -1.30
C -6.19 3.40 -1.83
H 0.90 1.48 0.03
H 2.30 1.02 1.05
H 0.83 0.03 1.13
H 2.84 -0.91 -0.19
H 1.27 -1.08 -0.99
H 2.87 1.49 -1.57
H 3.69 -0.01 -2.07
H 1.14 -0.42 -3.15
H 2.51 0.43 -4.05
H 1.79 2.63 -3.16
H 0.47 1.89 -2.22
H -0.33 3.07 -4.49
H 0.80 1.96 -5.32
H -0.38 -0.03 -4.63
H -1.45 1.14 -5.61
H -2.70 1.90 -3.78
H -1.53 1.31 -2.55
H -3.78 -0.13 -4.12
H -1.13 -1.35 -3.17
H -3.10 -1.83 -5.24
H -1.50 -1.57 -5.43
H -3.93 -4.02 -4.73
H -5.22 -2.85 -1.36
H -2.87 -5.90 -2.44
H -4.63 -0.58 -1.90
H -5.11 0.54 -0.09
H -4.56 2.24 0.12
H -7.02 1.86 -0.51
H -6.48 1.27 -2.16
H -7.16 3.90 -1.57
H -6.07 3.43 -2.93
H -5.40 4.00 -1.35
C -10.86 -1.21 -5.37
C -9.95 -1.38 -4.17
O -8.61 -1.73 -4.55
S -7.68 -0.61 -5.23
C -6.16 -1.50 -5.18
O -7.60 0.52 -4.34
O -8.07 -0.44 -6.60
H -10.55 -0.37 -5.99
H -11.89 -1.02 -5.05
H -10.84 -2.10 -5.99
H -9.93 -0.47 -3.55
H -10.32 -2.19 -3.54
H -5.87 -1.65 -4.15
H -5.42 -0.89 -5.70
H -6.29 -2.44 -5.70
C 4.83 -1.96 4.82
C 4.58 -0.52 5.23
O 5.67 0.35 4.88
S 5.87 0.72 3.33
C 7.10 1.97 3.54
O 4.67 1.31 2.83
O 6.48 -0.40 2.66
H 4.88 -2.06 3.74
H 4.02 -2.60 5.18
H 5.77 -2.31 5.23
H 3.64 -0.14 4.80
H 4.48 -0.46 6.32
H 6.66 2.81 4.08
H 7.42 2.28 2.55
H 7.94 1.55 4.09
C 2.87 5.17 7.56
C 3.33 6.04 6.40
O 4.56 6.72 6.69
S 5.92 5.87 6.73
C 7.05 7.22 6.83
O 6.09 5.21 5.47
O 5.98 5.14 7.97
H 3.57 4.35 7.75
H 1.89 4.73 7.34
H 2.80 5.75 8.47
H 3.44 5.45 5.48
H 2.58 6.81 6.21
H 6.99 7.80 5.91
H 8.04 6.80 6.95
H 6.79 7.83 7.70
C 12.43 1.01 -0.80
C 12.09 0.35 0.52
O 12.31 1.22 1.64
S 11.29 2.44 1.87
C 11.87 2.93 3.46
O 9.96 1.91 1.99
O 11.60 3.49 0.94
H 11.76 1.85 -1.01
H 12.33 0.30 -1.63
H 13.45 1.40 -0.79
H 11.06 -0.01 0.53
H 12.74 -0.51 0.66
H 11.67 2.13 4.18
H 11.32 3.83 3.75
H 12.93 3.15 3.40
C -5.48 -4.25 1.45
C -6.03 -5.42 0.66
O -6.01 -6.64 1.42
S -7.07 -6.81 2.62
C -6.77 -8.52 2.95
O -8.39 -6.66 2.09
O -6.62 -6.05 3.75
H -6.11 -4.02 2.31
H -5.43 -3.35 0.84
H -4.49 -4.48 1.84
H -7.04 -5.22 0.30
H -5.40 -5.59 -0.22
H -7.07 -9.11 2.08
H -7.37 -8.79 3.82
H -5.71 -8.66 3.17
*
```

DFT total energy (eV): -166311.1617
Frontier orbital gap (eV): 9.4
SMILES: CCCCCCCC[C@H]1[C@H](N)[C@@](B(O)O)(P(O)Cl)OS(=O)(=O)[C@H]1OCCC.CCOS(C)(=O)=O.CCOS(C)(=O)=O.CCOS(C)(=O)=O.CCOS(C)(=O)=O.CCOS(C)(=O)=O
Molecular weight (g/mol): 1068.5
Max |F| (eV Å⁻¹): 5.35

---

Formula: C30H72N2O18
Source: the OMol25 dataset
Level of theory: wB97M-V/def2-TZVPD

```
! RIJCOSX wB97M-V def2-TZVPD def2/J DEFGRID3
* xyz 0 1
C 0.25 0.17 -0.31
N 0.19 1.66 -0.17
O 1.06 2.20 0.46
O -0.61 2.25 -0.85
H 1.09 -0.05 0.39
H 0.42 -0.04 -1.37
H -0.66 -0.26 0.14
C 3.34 4.34 1.43
N 2.50 4.41 2.59
O 2.97 3.92 3.57
O 1.38 4.87 2.56
H 2.72 4.22 0.56
H 4.13 3.65 1.62
H 3.83 5.35 1.32
O 1.03 -1.17 2.89
C 1.75 -0.43 3.47
C 3.07 0.24 3.12
C 3.59 0.63 4.46
C 2.35 0.98 5.24
O 1.36 0.10 4.66
H 3.75 -0.49 2.63
H 2.89 1.02 2.35
H 4.15 -0.23 4.92
H 4.24 1.47 4.40
H 2.32 0.92 6.40
H 1.96 1.99 5.06
C -8.65 -2.24 -3.71
O -7.54 -2.38 -2.91
C -6.94 -1.19 -2.59
C -5.63 -1.42 -1.85
O -5.20 -0.11 -1.56
C -3.99 -0.05 -0.82
H -9.48 -1.82 -3.10
H -8.89 -3.16 -4.17
H -8.58 -1.55 -4.59
H -7.64 -0.53 -1.99
H -6.77 -0.54 -3.48
H -4.95 -1.95 -2.53
H -5.80 -2.00 -0.94
H -4.01 -0.76 0.07
H -4.01 0.99 -0.34
H -3.05 -0.27 -1.32
C -1.09 3.16 7.61
O -0.25 2.08 7.18
C -0.75 0.82 7.47
C -1.50 0.17 6.30
O -2.85 0.55 6.22
C -3.67 -0.26 5.42
H -2.12 2.82 7.81
H -1.01 3.90 6.81
H -0.70 3.64 8.50
H -1.42 0.93 8.35
H 0.12 0.20 7.71
H -1.41 -0.95 6.48
H -0.92 0.45 5.37
H -3.79 -0.01 4.39
H -4.66 -0.23 5.95
H -3.28 -1.36 5.44
C -1.20 -3.60 -3.94
O -0.91 -3.47 -2.57
C -2.02 -3.29 -1.72
C -1.60 -3.27 -0.28
O -2.61 -2.64 0.46
C -2.44 -2.73 1.83
H -0.32 -3.54 -4.56
H -1.93 -2.77 -4.26
H -1.66 -4.56 -4.18
H -2.69 -4.15 -1.89
H -2.50 -2.31 -1.95
H -0.66 -2.78 -0.17
H -1.46 -4.29 0.12
H -3.12 -1.96 2.28
H -1.47 -2.53 2.25
H -2.79 -3.72 2.28
C 3.67 -2.80 -2.49
O 4.91 -2.64 -1.83
C 4.75 -2.26 -0.45
C 6.01 -1.90 0.23
O 7.04 -2.81 0.31
C 6.78 -3.87 1.13
H 3.10 -1.84 -2.45
H 3.12 -3.68 -2.16
H 3.82 -2.96 -3.57
H 4.13 -3.01 0.01
H 4.15 -1.33 -0.42
H 5.72 -1.63 1.28
H 6.42 -0.98 -0.26
H 6.42 -3.53 2.10
H 7.62 -4.43 1.25
H 5.98 -4.49 0.71
C 0.14 4.13 -3.64
O 1.40 3.62 -3.95
C 2.37 3.99 -3.04
C 2.81 2.86 -2.13
O 3.75 2.07 -2.77
C 4.31 1.11 -1.86
H 0.21 5.22 -3.75
H -0.15 3.86 -2.64
H -0.58 3.70 -4.38
H 2.13 4.78 -2.35
H 3.27 4.28 -3.58
H 1.93 2.34 -1.74
H 3.28 3.41 -1.29
H 4.79 0.38 -2.50
H 3.54 0.68 -1.19
H 5.02 1.64 -1.27
C -3.51 1.79 -3.94
O -2.40 1.15 -4.53
C -1.93 0.07 -3.76
C -0.57 -0.33 -4.27
O 0.44 0.62 -4.04
C 1.62 0.52 -4.86
H -3.97 2.41 -4.71
H -3.15 2.45 -3.11
H -4.29 1.09 -3.62
H -2.47 -0.88 -3.81
H -1.77 0.34 -2.70
H -0.60 -0.48 -5.31
H -0.28 -1.28 -3.87
H 2.07 1.50 -4.71
H 1.31 0.35 -5.87
H 2.36 -0.30 -4.66
*
```

DFT total energy (eV): -72097.7077
Frontier orbital gap (eV): 9.6
SMILES: C[N+](=O)[O-].C[N+](=O)[O-].O=C1CCCO1.COCCOC.COCCOC.COCCOC.COCCOC.COCCOC.COCCOC
Molecular weight (g/mol): 748.9
Max |F| (eV Å⁻¹): 3.21